--- i ---
Here is one molecule with the formula C4H8N2 from the Open Molecules 2025 dataset. Energies are from ωB97M-V with the def2-TZVPD basis set.

ORCA input file:
```
! wB97M-V def2-TZVPD RIJCOSX def2/J DEFGRID3
* xyz 0 1
C 1.28389 -0.91941 -0.88245
C 0.58091 0.36251 -0.45701
C -0.34436 0.19186 0.75103
N -0.96529 1.37303 1.12955
C -1.56520 -1.12583 0.54437
N -1.90322 -0.92320 -0.56008
H 0.55376 -1.67430 -1.18278
H 1.88569 -1.32477 -0.06084
H 1.95588 -0.73015 -1.72534
H 1.32947 1.10815 -0.14710
H 0.03223 0.79788 -1.30159
H 0.14374 -0.30036 1.57661
H -1.41975 1.88163 0.38013
H -1.56778 1.28297 1.93549
*
```

Orbital gap in eV: 10.371
SMILES: CC[C@@H](N)C#N


--- ii ---
Here is one molecule with the formula C4H8N2 from the Open Molecules 2025 dataset. Energies are from ωB97M-V with the def2-TZVPD basis set.

ORCA input file:
```
! wB97M-V def2-TZVPD RIJCOSX def2/J DEFGRID3
* xyz 0 1
C -0.27309 1.26034 -0.15219
C -1.65726 0.69728 0.12376
C 0.48091 0.00429 0.41561
C 1.86760 -0.37223 0.10690
N -1.58643 -0.69472 -0.01684
N -0.32908 -1.06265 0.33555
H -0.37313 1.36988 -1.33718
H -0.19960 2.25225 0.24030
H -2.56808 1.18448 0.05118
H 1.86938 -1.12080 -0.60547
H 2.41985 -0.67497 0.93415
H 2.51345 0.42417 -0.30758
H -2.22685 -1.34105 0.28655
H 0.06234 -1.92626 -0.07475
*
```

Orbital gap (spin up / spin down) in eV: 7.173 / 7.084


--- iii ---
Here is one molecule with the formula C4H8N2 from the Open Molecules 2025 dataset. Energies are from ωB97M-V with the def2-TZVPD basis set.

ORCA input file:
```
! wB97M-V def2-TZVPD RIJCOSX def2/J DEFGRID3
* xyz 0 1
C 1.71728 0.23866 -0.00865
N 1.22338 -1.06036 0.33676
C 0.64499 -0.40450 -0.85663
C -0.76446 -0.11277 -0.85406
C -1.56896 0.05831 0.35928
N -0.97700 0.24318 1.59214
H 2.70279 0.25937 -0.46741
H 1.46896 1.09673 0.61152
H 0.54455 -0.95441 1.11393
H 1.00108 -0.79811 -1.80688
H -1.25550 0.01748 -1.81927
H -2.43774 -0.62446 0.36415
H -1.99379 1.03401 -0.06225
H -0.30559 1.00688 1.49737
*
```

Orbital gap (spin up / spin down) in eV: 6.721 / 9.430


--- iv ---
Here is one molecule with the formula C4H8N2 from the Open Molecules 2025 dataset. Energies are from ωB97M-V with the def2-TZVPD basis set.

ORCA input file:
```
! wB97M-V def2-TZVPD RIJCOSX def2/J DEFGRID3
* xyz 0 1
C -1.79296 0.56373 0.19578
C -0.32898 0.66329 0.69064
N 0.81180 1.25217 -0.12686
N 1.91936 0.45787 0.49037
C 0.77484 -0.13812 0.01618
C 0.69803 -1.22042 -1.06896
H -2.36849 1.43006 0.37847
H -2.33160 -0.28484 0.66716
H -1.64624 0.23373 -0.86820
H -0.04061 0.79210 1.92436
H 2.12311 0.54295 1.49163
H 1.79181 -1.41085 -1.24276
H 0.19597 -0.87031 -1.98086
H 0.19397 -2.01135 -0.56694
*
```

Orbital gap in eV: 10.888
SMILES: C[C@@H]1N2N[C@@]12C


Most stable structure - i; separation to the second - 1.972 eV.